C14H43O11 as an isolated structure at a distorted geometry. Source: OMol25; level of theory: ωB97M-V/def2-TZVPD.

Structure (ORCA input):
```
! RIJCOSX wB97M-V def2-TZVPD def2/J DEFGRID3
* xyz 1 1
O 0.965 0.187 0.068
H 1.644 -0.420 0.311
H 0.065 -0.158 0.333
H 1.054 0.402 -1.029
C 0.199 3.765 -2.177
C 1.133 4.971 -2.330
O 1.059 5.307 -3.715
O 0.205 3.089 -0.970
H 0.285 3.136 -3.094
H -0.828 4.056 -2.317
H 2.103 4.801 -2.039
H 0.781 5.843 -1.769
H 1.865 5.265 -3.983
H -0.082 3.646 -0.417
C 1.602 0.291 2.818
C 0.594 0.780 3.873
O 0.465 0.011 5.070
O 1.505 1.119 1.729
H 1.194 -0.691 2.462
H 2.743 0.291 3.071
H -0.378 0.945 3.357
H 1.067 1.740 4.277
H -0.008 0.420 5.747
H 2.045 1.862 1.851
C 1.065 -2.887 1.241
C 0.990 -2.784 2.726
O -0.191 -3.606 3.092
O 2.247 -2.151 0.836
H 0.226 -2.750 0.488
H 1.433 -3.834 1.011
H 0.759 -1.664 3.065
H 1.846 -3.140 3.138
H -0.553 -3.170 3.887
H 2.949 -2.793 1.019
C -1.037 -2.075 -2.514
C -0.281 -3.412 -2.377
O -0.235 -3.973 -3.712
O -1.003 -1.398 -1.181
H -2.142 -2.389 -2.606
H -0.611 -1.476 -3.250
H -0.786 -4.096 -1.592
H 0.670 -3.629 -2.279
H -0.899 -4.793 -3.857
H -1.858 -1.102 -1.269
C 1.550 0.608 -1.847
C 0.609 0.571 -3.066
C 0.760 -0.717 -3.833
O -0.729 0.678 -2.693
H 1.493 -0.228 -1.299
H 1.427 1.305 -1.038
H 2.490 0.656 -2.330
H 0.900 1.494 -3.698
H -0.036 -0.964 -4.578
H 0.637 -1.490 -3.027
H 1.760 -0.808 -4.466
H -1.382 0.646 -3.372
C -3.388 1.628 2.349
C -2.340 0.464 2.475
C -2.800 -0.905 2.610
O -1.533 0.513 1.317
H -2.752 2.601 2.114
H -3.756 1.769 3.551
H -4.057 1.623 1.565
H -1.683 0.570 3.453
H -1.860 -1.696 2.690
H -3.396 -1.455 1.923
H -3.612 -0.927 3.553
H -2.197 0.501 0.623
*
```

Output
relative energy (zero: lowest compared OMol25 entry of this formula, charge and spin) = 946.2 kJ/mol
DFT total energy = -1385.86103 hartree
HOMO level = -0.4518 hartree
maximum force = 0.3103 hartree/bohr

Atom charges from the Mulliken analysis, given in e for atoms 1 to 8: atom 1 (O): -0.1403, atom 2 (H): 0.2466, atom 3 (H): -0.0679, atom 4 (H): -0.7527, atom 5 (C): -0.3330, atom 6 (C): -0.6604, atom 7 (O): -0.4776, atom 8 (O): -0.3894


One molecule with the formula CH2N4O2 at a distorted geometry. Source: OMol25; level of theory: ωB97M-V/def2-TZVPD.

Structure (ORCA input):
```
! RIJCOSX wB97M-V def2-TZVPD def2/J DEFGRID3
* xyz 0 1
O -1.153 1.829 0.040
C -0.191 1.086 -0.122
N 1.136 1.304 -0.329
N 1.756 0.237 -0.156
N 0.905 -0.736 0.003
N -0.315 -0.260 0.267
O -1.280 -0.964 -0.474
H 1.152 -1.623 0.556
H -2.009 -0.871 0.215
*
```

Output
SMILES = O=c1nn[nH]n1O
relative energy (zero: lowest compared OMol25 entry of this formula, charge and spin) = 309.2 kJ/mol
DFT total energy = -408.66776 hartree
HOMO level = -0.3691 hartree
maximum force = 0.0982 hartree/bohr

Atom charges from the Mulliken analysis, given in e for atoms 1 to 8: atom 1 (O): -0.5505, atom 2 (C): 0.5757, atom 3 (N): -0.2524, atom 4 (N): -0.2134, atom 5 (N): -0.0466, atom 6 (N): 0.1880, atom 7 (O): -0.3970, atom 8 (H): 0.2975


One molecule with the formula C17H23NO4. Source: OMol25; level of theory: ωB97M-V/def2-TZVPD.

Structure (ORCA input):
```
! RIJCOSX wB97M-V def2-TZVPD def2/J DEFGRID3
* xyz 0 1
C 3.132 4.030 -1.852
C 3.976 2.762 -1.889
C 3.141 1.514 -1.610
C 3.990 0.245 -1.644
C 3.171 -1.036 -1.484
C 2.567 -1.190 -0.085
C 1.859 -2.526 0.021
O 2.350 -3.516 0.520
N 0.637 -2.538 -0.570
C -0.235 -3.684 -0.480
C -1.511 -3.290 0.237
O -2.625 -3.463 -0.177
O -1.229 -2.678 1.397
C -2.282 -1.917 1.952
C -2.453 -0.648 1.111
O -1.734 -0.463 0.155
C -3.511 0.296 1.516
C -3.696 1.437 0.732
C -4.673 2.359 1.051
C -5.479 2.153 2.159
C -5.303 1.025 2.945
C -4.327 0.098 2.631
H 2.341 3.984 -2.597
H 2.672 4.154 -0.873
H 3.745 4.905 -2.056
H 4.447 2.669 -2.871
H 4.774 2.835 -1.147
H 2.348 1.439 -2.358
H 2.668 1.619 -0.632
H 4.514 0.202 -2.602
H 4.746 0.292 -0.857
H 2.373 -1.052 -2.230
H 3.819 -1.896 -1.673
H 3.363 -1.166 0.660
H 1.861 -0.384 0.118
H 0.204 -1.664 -0.832
H 0.308 -4.447 0.088
H -0.492 -4.072 -1.471
H -3.216 -2.492 1.943
H -1.987 -1.674 2.974
H -3.059 1.577 -0.129
H -4.809 3.236 0.437
H -6.246 2.871 2.411
H -5.933 0.867 3.808
H -4.205 -0.773 3.255
*
```

Output
SMILES = CCCCCCC(=O)NCC(=O)OCC(=O)c1ccccc1
relative energy (zero: lowest compared OMol25 entry of this formula, charge and spin) = 103.3 kJ/mol
DFT total energy = -1017.34356 hartree
HOMO level = -0.3505 hartree
maximum force = 0.0129 hartree/bohr

Atom charges from the Mulliken analysis, given in e for atoms 1 to 8: atom 1 (C): -1.2949, atom 2 (C): -0.3901, atom 3 (C): -0.4429, atom 4 (C): -0.7425, atom 5 (C): -0.5562, atom 6 (C): -0.5775, atom 7 (C): 0.4675, atom 8 (O): -0.6738


One molecule with the formula C3H3ClOS. Source: OMol25; level of theory: ωB97M-V/def2-TZVPD.

Structure (ORCA input):
```
! RIJCOSX wB97M-V def2-TZVPD def2/J DEFGRID3
* xyz 0 1
O -3.525 -0.487 0.004
C -2.337 -0.621 0.003
S -1.215 0.758 -0.003
C 0.318 -0.108 -0.006
C 1.487 0.518 -0.002
Cl 2.984 -0.339 0.001
H -1.806 -1.590 -0.015
H 0.283 -1.189 0.008
H 1.628 1.570 0.035
*
```

Output
SMILES = O=CS/C=C/Cl
relative energy (zero: lowest compared OMol25 entry of this formula, charge and spin) = 39.6 kJ/mol
DFT total energy = -1049.69932 hartree
HOMO level = -0.3366 hartree
maximum force = 0.0142 hartree/bohr

Atom charges from the Mulliken analysis, given in e for atoms 1 to 8: atom 1 (O): -0.4105, atom 2 (C): 0.1201, atom 3 (S): -0.0265, atom 4 (C): -0.1375, atom 5 (C): -0.2313, atom 6 (Cl): -0.1789, atom 7 (H): 0.2624, atom 8 (H): 0.2307